1.
Computed, not measured: one molecule with the formula C5H13NO2 at a distorted geometry, with ωB97M-V/def2-TZVPD.

Output
calculated total energy: -403.49334 Ha
structure (SMILES): N[C@@H](CO)CCCO

Structure (XYZ):
```
21
Properties=species:S:1:pos:R:3:forces:R:3:mulliken_charge:R:1
N 1.814 1.177 -1.004 0.3 -0.4 -1.2 -0.61
C 1.140 0.337 -0.034 -0.4 2.5 0.7 0.15
C 1.245 1.076 1.376 -0.3 -0.7 -0.4 -0.65
O 1.440 0.041 2.320 0.0 -0.7 0.0 -0.51
C -0.326 0.183 -0.529 0.7 -1.1 0.9 -1.34
C -1.085 -0.951 0.216 0.1 -0.6 -1.7 -0.33
C -2.018 -1.681 -0.854 -0.9 2.1 1.9 -0.56
O -2.831 -0.704 -1.537 0.2 -0.6 0.0 -0.52
H 2.798 1.033 -1.166 -0.1 0.0 0.3 0.20
H 1.569 2.153 -1.007 0.0 0.0 0.2 0.20
H 1.644 -0.620 0.073 0.0 0.0 -0.1 0.51
H 0.330 1.640 1.576 -0.3 -0.1 0.0 0.31
H 2.043 1.836 1.370 0.1 -0.6 -0.1 0.36
H 1.658 0.281 3.222 -0.1 0.7 0.0 0.28
H -0.300 -0.195 -1.531 0.6 0.1 -0.8 0.58
H -0.791 1.178 -0.609 -0.1 -0.3 0.5 0.33
H -1.512 -0.606 1.155 -0.4 -0.4 -0.1 0.34
H -0.353 -1.757 0.376 0.0 0.4 0.7 0.26
H -2.767 -2.291 -0.335 0.5 -0.4 -0.3 0.35
H -1.376 -2.234 -1.537 -0.1 -0.1 -0.1 0.31
H -2.320 0.105 -1.541 0.0 0.2 -0.2 0.34
```
Positions in Å, forces in eV/Å.



2.
Computed, not measured: a 2-piece molecular cluster, C5H13NO2 overall at a distorted geometry, with ωB97M-V/def2-TZVPD.

Output
calculated total energy: -403.53889 Ha
structure (SMILES): CCN(C=O)CC.O

Structure (XYZ):
```
21
Properties=species:S:1:pos:R:3:forces:R:3:mulliken_charge:R:1
C 0.000 0.000 0.000 -0.8 0.6 -1.0 -1.03
C -1.563 0.038 0.193 0.7 -0.7 0.7 -0.45
N -2.278 1.057 -0.602 1.1 -0.7 0.9 0.21
C -2.079 2.354 -0.285 -1.0 0.0 0.7 0.01
O -1.431 2.752 0.677 -0.2 -0.1 -0.8 -0.60
C -3.114 0.707 -1.725 0.1 0.9 -2.0 -0.62
C -2.406 1.103 -3.100 -0.6 -0.6 0.6 -0.93
H 0.142 -0.322 -1.045 0.4 0.1 0.3 0.26
H 0.563 -0.683 0.658 -0.7 0.2 -0.1 0.36
H 0.411 1.017 0.114 -0.2 -0.5 0.0 0.29
H -1.966 -0.954 -0.088 0.1 0.6 0.2 0.30
H -1.758 0.188 1.272 -0.2 0.1 -0.6 0.30
H -2.721 3.002 -0.929 0.6 0.1 0.2 0.31
H -3.384 -0.365 -1.787 0.4 0.6 0.6 0.33
H -4.054 1.287 -1.654 0.3 -0.4 0.0 0.35
H -1.359 0.754 -3.097 -0.4 0.1 0.0 0.25
H -2.413 2.189 -3.290 0.0 -0.4 0.2 0.32
H -2.942 0.599 -3.921 0.2 0.3 0.2 0.35
O -3.199 2.372 3.596 1.0 -0.2 -0.4 -0.66
H -2.840 2.748 2.761 -0.2 -0.4 0.8 0.33
H -2.443 1.883 3.993 -0.8 0.6 -0.5 0.31
```
Positions in Å, forces in eV/Å.



3.
Computed, not measured: a 2-piece molecular cluster, C5H13NO2 overall at a distorted geometry, with ωB97M-V/def2-TZVPD.

Output
calculated total energy: -403.46216 Ha
structure (SMILES): CC(C)[C@H](N)C=O.O

Structure (XYZ):
```
21
Properties=species:S:1:pos:R:3:forces:R:3:mulliken_charge:R:1
C -0.610 1.638 1.212 2.0 -0.7 0.4 -1.44
C 0.409 0.520 0.736 0.2 -0.2 2.3 0.49
C 1.156 -0.419 1.735 -1.3 -1.4 0.5 -1.62
C -0.196 -0.309 -0.365 -2.9 3.3 -2.1 0.10
N -0.584 0.549 -1.564 1.1 -3.2 0.5 -0.58
C -1.627 -0.719 0.097 3.5 -1.1 2.8 -0.15
O -1.624 -1.353 1.140 -2.1 0.2 -1.3 -0.50
H -1.361 1.403 1.935 -0.9 -0.8 -0.1 0.35
H 0.015 2.294 1.802 0.2 0.8 -0.2 0.44
H -0.978 2.152 0.324 -0.2 0.1 0.4 0.30
H 1.300 1.088 0.592 0.3 0.8 -2.1 0.28
H 0.570 -1.277 2.025 -0.6 -0.4 -0.3 0.34
H 1.375 -0.069 2.722 0.5 1.2 0.4 0.46
H 2.060 -0.884 1.317 -0.1 0.6 -0.2 0.35
H 0.413 -1.116 -0.712 0.2 -0.4 -0.1 0.51
H -0.900 1.468 -1.491 0.1 1.4 0.3 0.13
H 0.001 0.260 -2.306 0.4 0.8 -0.9 0.19
H -2.426 -0.231 -0.473 -0.6 -0.5 0.2 0.39
O 1.019 -1.314 -2.912 1.1 0.8 0.0 -0.66
H 0.237 -1.790 -3.147 -0.4 -0.9 -0.2 0.33
H 1.750 -1.892 -2.665 -0.5 -0.2 -0.2 0.30
```
Positions in Å, forces in eV/Å.



4.
Computed, not measured: a 2-piece molecular cluster, C5H13NO2 overall at a distorted geometry, with ωB97M-V/def2-TZVPD.

Output
calculated total energy: -403.54480 Ha
structure (SMILES): CC(C)C(N)=O.CO

Structure (XYZ):
```
21
Properties=species:S:1:pos:R:3:forces:R:3:mulliken_charge:R:1
C -1.103 0.534 1.470 0.1 0.0 -0.4 -1.38
C -1.311 -0.121 0.105 0.0 0.6 -0.5 0.40
C -1.225 -1.646 0.158 0.1 0.3 -0.3 -1.38
C -0.454 0.602 -1.007 -1.4 -0.6 0.6 0.29
N -0.288 -0.104 -2.151 0.1 -0.1 -0.4 -0.39
O -0.171 1.774 -0.905 0.2 0.3 0.0 -0.63
H -0.181 0.189 1.935 0.2 0.0 0.2 0.32
H -1.047 1.614 1.352 0.0 0.0 0.1 0.36
H -1.925 0.293 2.137 -0.1 -0.1 0.1 0.44
H -2.332 0.132 -0.208 0.1 0.0 0.0 0.39
H -0.192 -1.990 0.228 0.0 -0.1 0.1 0.31
H -1.676 -2.100 -0.725 0.0 -0.1 0.0 0.42
H -1.774 -2.006 1.021 0.0 -0.1 0.1 0.41
H -0.302 -1.108 -2.136 0.0 0.0 0.1 0.21
H 0.312 0.320 -2.841 0.0 0.0 0.0 0.27
C 2.543 0.860 0.257 0.1 0.3 0.2 -0.53
O 1.872 -0.312 -0.152 -1.2 -0.7 0.8 -0.49
H 1.891 1.734 0.172 0.1 0.0 0.0 0.26
H 3.394 0.988 -0.409 0.0 0.0 0.0 0.24
H 2.909 0.772 1.285 0.0 0.0 0.0 0.26
H 1.062 -0.427 0.413 1.4 0.2 -0.7 0.23
```
Positions in Å, forces in eV/Å.



5.
Computed, not measured: C5H13NO2 as an isolated structure at a distorted geometry, with ωB97M-V/def2-TZVPD.

Output
calculated total energy: -403.40977 Ha

Structure (XYZ):
```
21
Properties=species:S:1:pos:R:3:forces:R:3:mulliken_charge:R:1
N -0.712 -0.261 1.266 3.0 -0.4 1.7 -0.31
C -0.253 -0.132 0.059 -2.2 0.9 -1.9 0.68
C -0.982 0.881 -0.781 1.0 -1.4 -1.1 -1.08
C 2.183 -2.001 -2.237 -0.5 0.6 0.2 -1.11
C 1.040 -1.150 -1.793 -1.1 -1.3 -0.1 0.03
C 0.768 -0.945 -0.500 0.5 -1.1 0.6 -0.43
H -0.126 -0.924 1.785 -0.5 -0.3 0.1 0.29
H -0.546 0.622 1.829 -2.0 0.6 0.3 0.37
H -2.057 0.764 -0.692 0.0 0.6 0.9 0.32
H -0.810 0.556 -1.816 0.4 0.6 -0.1 0.37
H 2.708 -2.361 -1.359 0.2 -0.2 -0.1 0.33
H 1.783 -2.811 -2.843 0.3 -0.1 -0.1 0.32
H 2.857 -1.386 -2.835 0.1 -0.2 -0.1 0.32
H 0.184 -1.066 -2.463 0.6 1.1 -0.5 0.31
H 1.283 -1.624 0.178 0.5 0.7 0.3 0.19
H -1.218 2.069 2.689 -0.2 -0.8 0.0 0.45
H -1.789 0.677 3.407 -0.1 0.3 0.3 0.28
O -1.099 1.326 3.591 0.3 -0.1 -0.4 -0.90
H -1.317 3.431 1.598 0.0 0.0 -0.2 0.21
H -0.547 1.858 -0.572 -0.6 0.2 0.0 0.28
O -1.351 2.477 1.488 0.3 0.4 0.2 -0.91
```
Positions in Å, forces in eV/Å.



6.
Computed, not measured: a 2-piece molecular cluster, C5H13NO2 overall at a distorted geometry, with ωB97M-V/def2-TZVPD.

Output
calculated total energy: -403.54768 Ha
structure (SMILES): CC(=O)O.CCCN

Structure (XYZ):
```
21
Properties=species:S:1:pos:R:3:forces:R:3:mulliken_charge:R:1
C 1.069 -3.165 -1.913 2.2 -0.3 1.2 -1.08
C 0.683 -2.321 -0.728 2.7 1.1 1.0 0.74
O 1.530 -1.784 0.030 -2.2 -1.4 -1.7 -0.61
O -0.599 -2.185 -0.637 -0.2 -3.3 -3.4 -0.47
H 2.097 -2.839 -2.122 -0.3 -0.1 -0.4 0.33
H 1.200 -4.211 -1.605 -0.3 0.1 0.0 0.27
H 0.445 -3.113 -2.766 -0.8 0.2 -0.6 0.33
H -0.888 -1.546 -0.055 -1.0 3.1 3.4 0.52
C -0.228 3.303 0.270 0.2 -0.2 0.7 -1.29
C -0.813 2.051 0.974 -0.8 1.1 -0.4 -0.41
C -0.147 0.768 0.529 1.4 -0.1 -1.1 -0.22
N -0.729 -0.393 1.184 -0.1 -0.6 0.7 -0.65
H 0.854 3.331 0.490 -0.4 0.2 -0.3 0.31
H -0.396 3.300 -0.804 0.1 -0.3 -0.2 0.34
H -0.674 4.243 0.622 0.1 -0.3 0.2 0.36
H -0.717 2.158 2.059 0.2 0.0 0.0 0.35
H -1.930 2.043 0.794 1.0 -0.3 0.0 0.31
H -0.247 0.673 -0.600 0.0 0.0 1.1 0.13
H 0.975 0.746 0.706 -1.3 0.4 -0.1 0.25
H -0.063 -0.952 1.727 0.0 0.4 -0.5 0.25
H -1.422 -0.107 1.847 -0.5 0.2 0.2 0.23
```
Positions in Å, forces in eV/Å.



7.
Computed, not measured: a 3-piece molecular cluster, C5H13NO2 overall at a distorted geometry, with ωB97M-V/def2-TZVPD.

Output
calculated total energy: -403.44999 Ha
structure (SMILES): C=CC/C=C/N.O.O

Structure (XYZ):
```
21
Properties=species:S:1:pos:R:3:forces:R:3:mulliken_charge:R:1
C 1.574 2.427 -0.617 2.1 3.5 -2.0 -0.84
C 0.504 1.846 -1.098 -0.7 -2.0 2.6 -0.08
C 0.138 0.525 -0.406 1.3 -1.1 -0.3 0.09
C -1.223 0.429 0.101 -2.7 1.0 0.4 -0.45
C -1.776 -0.252 1.110 0.6 -0.5 1.2 -0.15
N -2.972 0.177 1.687 -0.7 -0.6 0.5 -0.48
H 2.028 3.373 -1.026 -1.3 -0.5 -0.1 0.22
H 2.372 2.172 0.045 -0.4 -1.6 0.9 0.24
H -0.295 2.236 -1.710 0.5 0.4 -0.5 0.35
H 0.269 -0.310 -1.093 0.2 -0.1 -0.5 0.26
H 0.840 0.267 0.419 -0.2 0.5 -0.6 0.17
H -1.996 1.126 -0.324 1.0 -0.3 0.1 -0.02
H -1.332 -1.108 1.729 -0.3 1.4 -1.2 0.32
H -3.579 -0.518 2.091 0.2 -0.2 0.0 0.20
H -3.518 0.932 1.311 0.4 0.1 -0.4 0.19
O -0.794 -2.666 -0.257 -0.9 -1.1 -1.8 -0.61
H -1.678 -2.352 -0.503 0.0 0.8 0.8 0.31
H -0.769 -3.297 -1.015 1.0 0.1 0.9 0.29
O 3.964 -1.353 -0.440 0.0 -0.7 0.0 -0.64
H 4.526 -0.719 -0.889 -0.2 0.4 0.2 0.32
H 3.366 -0.910 0.168 0.2 0.3 -0.2 0.32
```
Positions in Å, forces in eV/Å.



8.
Computed, not measured: one molecule with the formula C5H13NO2 at a distorted geometry, with ωB97M-V/def2-TZVPD.

Output
calculated total energy: -403.47813 Ha
structure (SMILES): CN[C@H](CO)CCO

Structure (XYZ):
```
21
Properties=species:S:1:pos:R:3:forces:R:3:mulliken_charge:R:1
C 0.738 2.365 -0.757 -1.4 0.2 -0.6 -0.83
N -0.261 1.386 -0.286 0.6 -0.4 1.0 -0.42
C -0.016 -0.035 -0.565 -0.7 -1.4 0.6 0.28
C -1.149 -0.466 -1.529 0.5 0.3 -0.7 -0.85
O -1.039 -1.826 -1.922 -0.1 -1.1 0.1 -0.55
C -0.172 -1.017 0.720 -1.0 1.8 -2.9 -0.78
C 0.946 -0.779 1.670 0.4 -1.3 3.0 -0.58
O 0.880 0.393 2.503 -0.4 0.8 -0.6 -0.55
H 0.231 3.187 -1.288 0.0 -0.3 0.0 0.28
H 1.268 2.870 0.035 0.6 -0.3 0.4 0.29
H 1.371 1.899 -1.499 0.5 -0.1 0.1 0.33
H -0.325 1.422 0.727 0.0 0.5 -0.1 0.29
H 1.009 -0.247 -0.941 -0.6 0.3 -0.3 0.41
H -2.114 -0.089 -1.082 0.8 -0.8 -0.5 0.36
H -1.006 -0.055 -2.532 -0.2 1.2 0.4 0.30
H -1.666 -2.470 -1.582 -0.2 0.5 0.3 0.32
H -1.222 -0.813 1.028 0.8 -0.1 0.7 0.39
H -0.211 -2.025 0.256 0.5 0.4 0.6 0.32
H 0.950 -1.538 2.501 0.3 -0.4 -1.4 0.38
H 1.936 -0.765 1.195 -0.4 -0.1 -0.1 0.26
H 0.450 0.120 3.320 0.0 0.3 -0.1 0.33
```
Positions in Å, forces in eV/Å.



9.
Computed, not measured: a 3-piece molecular cluster, C5H13NO2 overall at a distorted geometry, with ωB97M-V/def2-TZVPD.

Output
calculated total energy: -403.49228 Ha
structure (SMILES): C=C/C=C(/C)N.O.O

Structure (XYZ):
```
21
Properties=species:S:1:pos:R:3:forces:R:3:mulliken_charge:R:1
C -1.117 0.358 -0.821 -0.6 -0.8 0.5 -1.07
C -2.035 -0.522 -0.397 -0.1 -0.5 0.6 0.00
C -2.040 -1.660 0.538 0.4 0.3 -0.3 -0.59
C -1.013 -2.220 1.193 0.5 0.1 0.4 0.95
C -1.213 -3.485 1.979 -0.4 -0.3 -0.3 -1.25
N 0.258 -1.611 1.297 -0.6 -0.4 -0.4 -0.51
H -1.481 1.117 -1.473 0.2 0.5 -0.6 0.22
H -0.082 0.356 -0.533 0.2 0.2 0.0 0.33
H -3.028 -0.441 -0.808 -0.2 0.5 -0.3 0.22
H -3.014 -2.113 0.673 0.0 -0.1 -0.1 0.28
H -1.745 -4.217 1.380 -0.1 -0.1 -0.2 0.32
H -1.850 -3.272 2.814 -0.4 0.2 0.6 0.30
H -0.361 -3.995 2.402 0.7 0.3 -0.2 0.36
H 0.974 -2.199 0.892 0.3 -0.1 0.2 0.27
H 0.237 -0.735 0.805 0.3 0.1 0.0 0.17
O 2.873 4.530 -0.579 0.6 -0.2 -0.6 -0.61
H 1.923 4.514 -0.705 -0.1 0.1 0.5 0.32
H 3.119 4.859 0.285 -0.5 0.1 0.2 0.30
O 3.102 3.320 -3.284 -0.1 0.6 0.2 -0.64
H 3.715 3.193 -2.551 -0.1 -0.1 0.0 0.32
H 2.779 4.222 -3.110 0.2 -0.5 -0.2 0.32
```
Positions in Å, forces in eV/Å.



10.
Computed, not measured: a 2-piece molecular cluster, C5H13NO2 overall at a distorted geometry, with ωB97M-V/def2-TZVPD.

Output
calculated total energy: -403.54282 Ha
structure (SMILES): CCC(=O)N(C)C.O

Structure (XYZ):
```
21
Properties=species:S:1:pos:R:3:forces:R:3:mulliken_charge:R:1
C 0.603 -1.501 1.698 -0.4 -0.6 -0.6 -0.97
C 1.071 -0.130 1.223 -0.5 0.2 0.0 -0.74
C 0.330 0.335 -0.033 0.5 0.5 0.3 0.77
O -0.698 0.984 0.099 -0.2 -0.2 -0.2 -0.65
N 0.929 0.126 -1.242 -0.7 -0.2 0.6 0.07
C 0.184 0.500 -2.430 1.0 0.8 0.3 -1.04
C 1.980 -0.854 -1.385 0.1 0.4 -1.1 -0.93
H -0.487 -1.530 1.613 0.0 0.0 0.0 0.29
H 0.801 -1.768 2.737 0.4 0.3 -0.1 0.34
H 0.968 -2.307 1.048 0.0 0.1 0.3 0.25
H 0.727 0.586 1.949 0.0 0.4 0.4 0.28
H 2.136 0.027 1.103 0.3 -0.4 0.1 0.38
H 0.823 1.081 -3.103 0.1 -0.2 -0.1 0.35
H -0.568 1.205 -2.086 -0.5 -0.5 -0.3 0.32
H -0.116 -0.415 -2.920 -0.7 0.0 -0.3 0.36
H 1.943 -1.590 -0.606 0.2 -0.3 0.3 0.30
H 2.946 -0.364 -1.456 0.4 0.0 0.3 0.26
H 1.865 -1.347 -2.355 -0.2 -0.2 0.2 0.38
O -3.815 0.781 1.895 0.0 0.0 0.1 -0.64
H -3.969 0.909 0.955 0.1 0.0 0.0 0.32
H -2.880 0.973 2.016 0.0 0.0 -0.2 0.33
```
Positions in Å, forces in eV/Å.



11.
Computed, not measured: a 2-piece molecular cluster, C5H13NO2 overall at a distorted geometry, with ωB97M-V/def2-TZVPD.

Output
⟨S²⟩: 0.76
spin multiplicity: 2
calculated total energy: -403.07284 Ha
charge: +1

Structure (XYZ):
```
21
Properties=species:S:1:pos:R:3:forces:R:3:mulliken_charge:R:1
C -0.173 -1.744 1.706 0.7 -0.9 -1.3 -0.72
N 0.674 -0.752 0.993 -1.3 2.1 -0.6 -0.24
C 0.003 -0.059 -0.203 0.0 2.7 1.0 1.58
C 0.709 0.116 -1.451 0.7 0.3 0.1 -0.41
C -0.297 -1.332 -1.210 4.1 -2.1 -3.7 -1.78
C 0.209 0.861 -2.721 -2.8 0.0 1.9 -1.21
O -0.986 0.846 0.082 1.5 -2.8 -0.6 -0.49
H -0.929 -1.353 2.346 -0.7 0.5 0.2 0.30
H 0.416 -2.445 2.295 0.6 0.5 0.1 0.33
H -0.532 -2.421 0.920 -0.5 0.2 0.6 0.33
H 0.919 0.040 1.627 0.1 -0.6 -0.3 0.39
H 1.813 -0.117 -1.369 -1.5 -0.5 -0.2 0.44
H -0.523 -1.480 -2.276 -0.6 0.8 0.5 0.33
H 0.533 -2.053 -1.117 -0.5 0.1 0.5 0.43
H -1.057 -1.716 -0.662 -2.7 -0.6 1.8 0.66
H 0.946 1.299 -3.332 1.3 0.2 -0.4 0.38
H -0.460 1.694 -2.357 0.6 -0.7 -0.5 0.33
H -0.470 0.223 -3.358 1.0 0.6 0.7 0.33
H -0.199 2.809 2.707 0.4 -1.8 -0.9 0.31
H -0.477 1.727 1.444 1.6 1.3 3.4 0.42
O 0.061 1.904 2.349 -1.9 0.7 -2.2 -0.69
```
Positions in Å, forces in eV/Å.



12.
Computed, not measured: a 2-piece molecular cluster, C5H13NO3 overall at a distorted geometry, with ωB97M-V/def2-TZVPD.

Output
calculated total energy: -478.67163 Ha
structure (SMILES): C=CN(C)O.CC(O)O

Structure (XYZ):
```
22
Properties=species:S:1:pos:R:3:forces:R:3:mulliken_charge:R:1
C 0.657 -2.635 0.996 -0.2 0.0 0.0 -1.04
C 0.393 -1.329 1.099 0.0 0.0 0.1 0.30
N -0.809 -0.755 1.450 0.2 0.2 0.3 0.08
C -2.019 -1.538 1.400 0.1 0.2 -0.1 -1.04
O -1.048 0.540 0.918 1.6 1.1 0.0 -0.57
H -0.096 -3.397 1.098 -0.2 -0.1 0.0 0.27
H 1.666 -2.970 0.856 0.3 0.0 -0.1 0.25
H 1.197 -0.606 1.026 0.0 0.0 -0.1 0.27
H -1.942 -2.353 2.118 0.0 0.0 0.0 0.38
H -2.212 -1.954 0.403 0.0 0.0 0.0 0.33
H -2.841 -0.887 1.686 0.0 0.0 0.0 0.31
H -0.126 1.116 0.866 -2.2 -1.9 0.1 0.37
C -0.108 1.072 -1.927 -0.5 -0.4 0.8 -0.93
C 1.165 1.594 -1.348 0.0 0.2 2.1 0.31
O 0.948 1.977 0.189 0.6 -0.1 -2.0 -0.61
O 1.615 2.695 -2.029 -0.1 0.2 0.1 -0.51
H 0.107 0.374 -2.731 0.0 0.1 -0.2 0.32
H -0.735 1.889 -2.276 0.0 0.1 -0.1 0.31
H -0.666 0.544 -1.119 0.4 0.3 -0.8 0.25
H 1.934 0.825 -1.218 -0.1 0.1 0.0 0.25
H 0.461 2.812 0.208 0.0 0.1 -0.2 0.34
H 2.459 2.987 -1.663 0.0 -0.1 0.0 0.35
```
Positions in Å, forces in eV/Å.



Which formula does entry 10 have? C5H13NO2